Molecular formula: C6H12S2Si
Method: DFT, ωB97M-V with the def2-TZVPD basis set

The geometry in XYZ format:
```
21
Properties=species:S:1:pos:R:3:forces:R:3:mulliken_charge:R:1
C -0.1249 0.2926 -0.7306 -0.7275 -0.4628 -0.7800 0.65
C 1.2042 0.3129 -1.4158 -0.9300 -3.6598 -1.1206 -0.93
C -0.6685 -1.0895 -0.3363 0.8274 -1.7688 -2.2229 -0.61
C 0.3355 -1.8508 0.5492 2.0587 -1.0127 0.0464 -0.55
C 1.4117 -0.8806 1.1336 -1.9264 -0.5575 -1.7861 -0.92
C -0.7958 1.4332 -0.5201 -0.8584 -1.3483 0.9480 -0.77
Si -2.4828 1.6835 0.3596 1.6425 -2.0338 1.5848 0.34
S 2.5326 -0.3716 -0.2559 -0.7404 0.2468 0.5147 0.15
S 3.5316 1.2228 0.3378 0.0582 -0.0416 0.0109 -0.43
H 1.5648 1.2330 -1.7160 0.6385 2.0592 -0.1940 0.55
H 1.1305 -0.3260 -2.4104 0.4168 0.7974 2.1159 0.29
H -1.5935 -0.9572 0.1471 -0.9682 0.2134 0.9979 0.19
H -0.9903 -1.8843 -1.1903 0.9753 2.3295 1.2004 0.22
H -0.2328 -2.3138 1.3965 0.7937 0.0257 -0.7465 0.37
H 1.0513 -2.6389 0.0093 -2.2522 1.1518 0.7954 0.26
H 0.8435 -0.0998 1.5746 0.1379 1.4927 0.1787 0.45
H 1.9172 -1.3636 1.9082 1.4882 -0.6898 0.8754 0.56
H -0.3278 2.3039 -0.8897 0.5107 1.0877 -0.2022 0.45
H -3.2938 0.3746 0.0451 0.1228 1.6717 0.1756 -0.06
H -2.6446 3.0514 0.0568 -1.2312 1.1578 -0.8350 -0.13
H -2.3682 1.8682 1.9473 -0.0362 -0.6588 -1.5570 -0.07
```
Positions in Å, forces in eV/Å.

Output
**Net charge**: 0
**2S+1**: 1
**Lowest unoccupied orbital energy**: 0.012 Ha
**Kohn-Sham gap**: 8.3 eV